[1]
This record from the OMol25 dataset describes a molecular structure, C33H33As2IrNO8S4. The level of theory is wB97M-V/def2-TZVPD.

Each line ends with the Mulliken charge.
Atoms and positions in Å:
Ir (0.182, -0.246, 1.526)  1.920
S (0.192, -2.535, 0.993)  -0.383
C (1.444, -3.043, 2.135)  0.647
C (1.542, -4.399, 2.456)  -0.937
C (2.506, -4.857, 3.334)  -0.706
C (3.414, -3.980, 3.919)  -0.704
C (3.355, -2.637, 3.602)  -0.615
C (2.367, -2.180, 2.738)  0.564
S (2.371, -0.488, 2.196)  -0.188
C (2.181, 0.609, 3.656)  -1.164
C (1.295, 1.792, 3.322)  0.848
C (1.425, 3.001, 3.976)  -0.953
C (0.463, 3.984, 3.767)  -0.748
C (-0.611, 3.727, 2.935)  -1.068
C (-0.673, 2.509, 2.277)  0.267
C (-1.818, 2.169, 1.360)  -0.687
S (-1.972, 0.380, 0.974)  -0.151
C (-2.982, -0.211, 2.306)  0.044
C (-4.364, -0.108, 2.171)  -0.619
C (-5.183, -0.531, 3.198)  -0.811
C (-4.605, -1.066, 4.349)  -0.607
C (-3.234, -1.182, 4.469)  -0.810
C (-2.386, -0.755, 3.441)  0.756
S (-0.655, -0.946, 3.634)  -0.343
N (0.291, 1.602, 2.444)  0.154
H (0.829, -5.088, 2.020)  0.486
H (2.547, -5.912, 3.572)  0.407
H (4.166, -4.344, 4.605)  0.413
H (4.074, -1.944, 4.021)  0.471
H (3.160, 0.940, 3.996)  0.712
H (1.698, 0.025, 4.443)  0.420
H (2.245, 3.160, 4.661)  0.554
H (0.542, 4.935, 4.277)  0.449
H (-1.393, 4.459, 2.787)  0.602
H (-1.706, 2.685, 0.406)  0.119
H (-2.766, 2.470, 1.806)  0.841
H (-4.785, 0.296, 1.258)  0.497
H (-6.258, -0.460, 3.104)  0.402
H (-5.238, -1.409, 5.157)  0.390
H (-2.800, -1.615, 5.361)  0.484
C (1.160, 5.068, -2.095)  -0.814
O (0.785, 3.705, -2.367)  -0.306
C (0.457, 2.986, -1.304)  -0.885
O (0.605, 3.346, -0.159)  -0.480
C (0.041, 1.596, -1.689)  0.471
C (-0.994, 1.355, -2.490)  0.974
As (-1.477, -0.376, -3.284)  0.205
C (-1.087, 0.125, -5.144)  -1.139
C (0.211, -1.344, -2.962)  0.844
C (1.019, -1.271, -1.906)  -0.246
As (1.062, 0.270, -0.718)  1.367
C (2.828, 1.057, -0.886)  -1.449
C (2.115, -2.224, -1.487)  0.566
O (3.090, -1.758, -0.943)  -0.569
O (2.056, -3.533, -1.695)  -0.406
C (0.848, -4.280, -1.887)  -0.668
C (0.361, -2.388, -4.026)  -0.365
O (-0.579, -2.951, -4.529)  -0.519
O (1.627, -2.538, -4.400)  -0.228
C (1.851, -3.485, -5.461)  -0.729
C (-1.943, 2.494, -2.745)  0.013
O (-2.025, 3.468, -2.037)  -0.606
O (-2.737, 2.264, -3.787)  -0.317
C (-3.731, 3.274, -4.047)  -0.775
H (1.427, 5.493, -3.056)  0.288
H (2.005, 5.098, -1.410)  0.309
H (0.314, 5.595, -1.659)  0.313
H (-1.913, 0.719, -5.522)  0.354
H (-1.019, -0.795, -5.720)  0.360
H (-0.159, 0.689, -5.216)  0.405
H (3.125, 1.038, -1.933)  0.477
H (3.533, 0.480, -0.300)  0.539
H (2.770, 2.081, -0.522)  0.451
H (0.845, -4.698, -2.891)  0.141
H (-0.039, -3.677, -1.718)  0.384
H (0.872, -5.087, -1.159)  0.334
H (2.920, -3.468, -5.643)  0.264
H (1.299, -3.187, -6.350)  0.294
H (1.529, -4.478, -5.154)  0.302
H (-4.260, 2.940, -4.932)  0.263
H (-3.250, 4.234, -4.220)  0.338
H (-4.408, 3.354, -3.199)  0.292

## Properties
ΔE to the lowest compared entry with this formula, charge and spin = 0.00 kJ/mol
charge = +1



[2]
This record from the OMol25 dataset describes a molecular structure, C33H33BiN2OP2. The level of theory is wB97M-V/def2-TZVPD.

Each line ends with the Mulliken charge.
Atoms and positions in Å:
Bi (-0.219, 0.114, 0.385)  1.051
C (2.341, -1.300, 2.058)  -0.845
P (0.585, -1.090, 2.600)  0.376
C (-0.141, -2.709, 2.906)  1.111
C (-1.419, -2.746, 3.466)  -0.685
C (-2.056, -3.962, 3.636)  -0.714
C (-1.425, -5.137, 3.247)  -0.582
C (-0.139, -5.104, 2.728)  -0.817
C (0.506, -3.891, 2.547)  -0.440
C (0.454, -0.100, 4.098)  0.505
C (-0.695, 0.669, 4.296)  0.043
C (-0.846, 1.391, 5.467)  -0.858
C (0.149, 1.353, 6.434)  -0.638
C (1.292, 0.590, 6.236)  -0.720
C (1.448, -0.146, 5.072)  -0.279
C (2.791, -0.071, 1.333)  0.264
C (3.960, 0.645, 1.285)  -1.042
C (3.728, 1.778, 0.453)  -0.938
C (2.427, 1.709, 0.026)  0.328
C (1.489, 2.639, -0.685)  -1.185
P (0.038, 2.774, 0.467)  1.045
C (0.692, 3.859, 1.751)  0.421
C (0.714, 5.226, 1.468)  -0.838
C (1.350, 6.084, 2.347)  -0.719
C (1.950, 5.588, 3.499)  -0.616
C (1.915, 4.231, 3.780)  -0.831
C (1.292, 3.358, 2.900)  0.219
C (-1.388, 3.524, -0.331)  0.563
C (-1.395, 3.829, -1.691)  -0.349
C (-2.550, 4.329, -2.273)  -0.783
C (-3.691, 4.517, -1.507)  -0.479
C (-3.684, 4.218, -0.149)  -0.727
C (-2.537, 3.715, 0.440)  -0.396
N (1.864, 0.571, 0.553)  -0.114
H (2.346, -2.171, 1.395)  0.412
H (2.980, -1.525, 2.911)  0.489
H (-1.901, -1.830, 3.779)  0.379
H (-3.046, -3.996, 4.071)  0.463
H (-1.937, -6.083, 3.366)  0.449
H (0.363, -6.024, 2.462)  0.454
H (1.511, -3.886, 2.146)  0.406
H (-1.463, 0.698, 3.530)  0.536
H (-1.734, 1.990, 5.620)  0.449
H (0.032, 1.918, 7.350)  0.447
H (2.066, 0.558, 6.991)  0.469
H (2.335, -0.751, 4.932)  0.306
H (4.884, 0.400, 1.783)  0.508
H (4.444, 2.547, 0.208)  0.528
H (1.181, 2.258, -1.664)  0.405
H (1.924, 3.630, -0.805)  0.495
H (0.232, 5.613, 0.578)  0.449
H (1.383, 7.143, 2.130)  0.432
H (2.450, 6.267, 4.176)  0.419
H (2.379, 3.843, 4.677)  0.504
H (1.288, 2.297, 3.095)  0.425
H (-0.502, 3.702, -2.290)  0.385
H (-2.555, 4.570, -3.327)  0.440
H (-4.593, 4.901, -1.965)  0.421
H (-4.571, 4.374, 0.450)  0.451
H (-2.513, 3.490, 1.501)  0.443
C (-5.046, -2.930, -0.849)  -0.905
N (-3.705, -2.499, -0.471)  0.129
C (-2.598, -3.077, -1.218)  -0.850
C (-3.502, -1.665, 0.535)  0.022
O (-2.394, -1.285, 0.950)  -0.511
H (-5.261, -3.918, -0.441)  0.345
H (-5.118, -2.976, -1.934)  0.340
H (-5.789, -2.225, -0.483)  0.324
H (-2.792, -4.133, -1.397)  0.367
H (-1.681, -2.979, -0.643)  0.193
H (-2.485, -2.580, -2.183)  0.307
H (-4.426, -1.326, 1.020)  0.345

## Properties
charge = +2



[3]
This record from the OMol25 dataset describes 13 unconnected molecules or ions with the total composition C33H33Cl36F9O4S at a distorted geometry. The level of theory is wB97M-V/def2-TZVPD.

Each line ends with the Mulliken charge.
Atoms and positions in Å:
C (-0.371, 6.435, -2.616)  -0.903
C (0.845, 5.845, -3.291)  0.650
O (1.276, 6.305, -4.316)  -0.596
O (1.496, 4.799, -2.703)  -0.137
C (0.651, 3.734, -2.257)  -0.022
C (0.144, 2.863, -3.411)  -0.405
C (0.456, 1.369, -3.215)  0.056
C (0.202, 0.902, -1.799)  0.167
C (-1.075, 1.094, -1.269)  -0.991
C (-1.361, 0.692, 0.023)  -0.984
C (-0.383, 0.113, 0.819)  -2.119
C (0.888, -0.053, 0.312)  1.093
C (1.185, 0.320, -1.007)  0.743
C (2.576, 0.069, -1.483)  0.673
O (2.844, -0.322, -2.599)  -0.644
C (3.648, 0.290, -0.456)  0.874
C (4.993, 0.862, -0.840)  -1.467
C (4.992, 1.834, -2.038)  0.263
C (6.034, 1.496, -3.120)  -0.960
C (5.832, 0.117, -3.767)  -0.824
C (5.694, 0.136, -5.288)  0.769
F (6.023, -1.092, -5.748)  -0.334
F (6.583, 1.027, -5.792)  -0.313
C (4.233, 0.466, -5.699)  0.495
F (3.692, 1.394, -4.908)  -0.181
F (3.534, -0.659, -5.509)  -0.311
S (3.956, 1.013, -7.505)  1.466
F (2.614, 1.769, -7.098)  -0.314
F (3.081, -0.271, -7.837)  -0.307
F (5.250, 0.226, -7.970)  -0.322
F (4.784, 2.333, -7.226)  -0.290
F (3.748, 1.494, -8.995)  -0.303
C (3.350, -0.080, 0.790)  -0.594
C (2.007, -0.629, 1.127)  -0.268
O (1.852, -1.479, 1.976)  -0.599
H (-1.260, 5.933, -3.003)  0.180
H (-0.389, 7.495, -2.851)  0.341
H (-0.336, 6.325, -1.533)  0.339
H (1.230, 3.166, -1.530)  -0.159
H (-0.208, 4.109, -1.693)  0.305
H (-0.927, 3.020, -3.552)  -0.189
H (0.626, 3.216, -4.326)  0.827
H (1.468, 1.186, -3.562)  -0.591
H (-0.197, 0.789, -3.873)  0.462
H (-1.834, 1.559, -1.887)  0.631
H (-2.368, 0.836, 0.397)  0.480
H (-0.624, -0.173, 1.828)  1.228
H (5.299, 1.446, 0.032)  0.522
H (5.742, 0.074, -0.937)  0.523
H (5.261, 2.830, -1.677)  0.362
H (4.018, 1.941, -2.514)  -0.378
H (7.013, 1.512, -2.639)  0.211
H (6.015, 2.318, -3.835)  0.490
H (6.745, -0.465, -3.614)  0.513
H (5.032, -0.462, -3.309)  0.334
H (4.051, 0.024, 1.611)  0.502
C (-1.839, -3.879, 2.443)  -0.196
Cl (-0.703, -4.349, 3.702)  0.017
Cl (-3.456, -3.674, 3.121)  -0.041
Cl (-1.298, -2.400, 1.639)  -0.004
H (-1.876, -4.674, 1.709)  0.295
C (-6.726, -5.660, 4.294)  0.042
Cl (-7.094, -5.429, 2.584)  -0.118
Cl (-6.428, -4.116, 5.084)  -0.081
Cl (-8.039, -6.531, 5.095)  -0.140
H (-5.828, -6.260, 4.371)  0.282
C (-11.350, -5.040, 3.811)  0.416
Cl (-11.683, -4.800, 2.097)  -0.128
Cl (-11.046, -3.491, 4.607)  -0.144
Cl (-12.673, -5.906, 4.592)  -0.117
H (-10.457, -5.643, 3.901)  -0.042
C (2.835, -5.529, 4.910)  -0.024
Cl (2.476, -5.882, 3.223)  -0.124
Cl (1.409, -5.735, 5.934)  0.015
Cl (4.157, -6.550, 5.487)  -0.138
H (3.152, -4.497, 4.980)  0.289
C (0.861, -3.238, 9.554)  -0.029
Cl (2.259, -3.076, 8.494)  -0.112
Cl (0.197, -1.660, 9.965)  -0.110
Cl (-0.382, -4.258, 8.817)  -0.075
H (1.185, -3.719, 10.467)  0.310
C (10.657, 0.866, -2.031)  -0.026
Cl (10.685, -0.754, -1.335)  -0.126
Cl (9.382, 1.003, -3.243)  -0.049
Cl (10.452, 2.085, -0.773)  -0.118
H (11.606, 1.041, -2.519)  0.329
C (-3.430, -1.998, 8.135)  0.684
Cl (-3.807, -1.767, 6.429)  -0.110
Cl (-3.128, -0.449, 8.924)  -0.138
Cl (-4.728, -2.872, 8.951)  -0.132
H (-2.528, -2.593, 8.204)  -0.306
C (3.701, 5.545, -0.032)  0.244
Cl (3.264, 3.946, 0.586)  -0.097
Cl (2.424, 6.716, 0.300)  -0.144
Cl (5.239, 6.078, 0.641)  -0.141
H (3.806, 5.467, -1.106)  0.110
C (-1.541, -8.675, 6.798)  -0.025
Cl (-1.768, -8.343, 5.081)  -0.101
Cl (-1.238, -7.179, 7.683)  -0.064
Cl (-2.932, -9.529, 7.465)  -0.127
H (-0.671, -9.309, 6.907)  0.296
C (-3.967, 4.595, -5.018)  -0.125
Cl (-4.203, 6.329, -4.822)  -0.086
Cl (-2.461, 4.246, -5.861)  -0.100
Cl (-3.997, 3.787, -3.442)  -0.132
H (-4.786, 4.208, -5.610)  0.419
C (-2.727, 7.096, -8.870)  0.031
Cl (-1.836, 7.584, -7.431)  -0.080
Cl (-3.679, 5.636, -8.572)  -0.110
Cl (-3.758, 8.406, -9.447)  -0.128
H (-2.008, 6.867, -9.644)  0.299
C (-13.781, -2.642, 7.115)  0.611
Cl (-13.029, -2.124, 8.625)  -0.130
Cl (-14.625, -4.174, 7.326)  -0.121
Cl (-14.874, -1.401, 6.501)  -0.128
H (-12.999, -2.793, 6.383)  -0.217

## Properties
charge = 0



no.,lowest unoccupied orbital energy (eV),energy (Ha)
1,-2.884,-8102.52658
2,-6.815,-2358.87896
3,-1.002,-19442.00567